This record from the OMol25 dataset describes 7 unconnected molecules or ions with the total composition C14H36Br6O4S4 at a distorted geometry. The level of theory is the ωB97M-V functional and the def2-TZVPD basis.

- HOMO-LUMO gap: 8.95 eV
- Charge: 0
- DFT total energy: -17892.68377 hartree
- Multiplicity: 1
- Lowest unoccupied orbital energy: 0.1 eV

Last columns: bonded neighbours and bond lengths (Å).
Element x y z (Å)
1 C -3.00 -2.43 3.87  S2 1.798, H5 1.089, H6 1.090, H7 1.084
2 S -4.73 -2.81 3.52  C1 1.798, O3 1.481, C4 1.785
3 O -5.32 -3.08 4.85  S2 1.481
4 C -5.19 -1.14 3.07  S2 1.785, H8 1.086, H9 1.092, H10 1.093
5 H -3.07 -1.99 4.86  C1 1.089
6 H -2.61 -1.70 3.16  C1 1.090
7 H -2.44 -3.35 3.85  C1 1.084
8 H -6.27 -1.08 3.06  C4 1.086
9 H -4.75 -0.92 2.09  C4 1.092
10 H -4.81 -0.42 3.80  C4 1.093
11 C 1.08 3.82 -5.51  S12 1.794, H15 1.094, H16 1.086, H17 1.092
12 S 0.00 2.39 -5.47  C11 1.794, O13 1.463, C14 1.795
13 O 0.66 1.40 -6.32  S12 1.463
14 C 0.31 1.92 -3.77  S12 1.795, H18 1.092, H19 1.090, H20 1.082
15 H 0.58 4.76 -5.27  C11 1.094
16 H 1.51 3.88 -6.51  C11 1.086
17 H 1.88 3.72 -4.77  C11 1.092
18 H 1.32 1.51 -3.65  C14 1.092
19 H -0.36 1.08 -3.59  C14 1.090
20 H 0.15 2.76 -3.11  C14 1.082
21 C -4.97 2.35 -3.64  S22 1.810, H25 1.087, H26 1.088, H27 1.089
22 S -3.89 3.30 -2.54  C21 1.810, O23 1.476, C24 1.796
23 O -4.77 4.16 -1.73  S22 1.476
24 C -3.41 1.95 -1.45  S22 1.796, H28 1.087, H29 1.086, H30 1.096
25 H -5.73 3.04 -4.00  C21 1.087
26 H -5.43 1.53 -3.08  C21 1.088
27 H -4.40 1.96 -4.48  C21 1.089
28 H -2.68 2.39 -0.77  C24 1.087
29 H -3.06 1.03 -1.91  C24 1.086
30 H -4.30 1.70 -0.86  C24 1.096
31 C 4.25 2.35 -0.01  S32 1.791, H35 1.088, H36 1.089, H37 1.090
32 S 4.97 0.77 0.46  C31 1.791, O33 1.477, C34 1.781
33 O 4.03 -0.29 0.04  S32 1.477
34 C 6.29 0.80 -0.74  S32 1.781, H38 1.085, H39 1.092, H40 1.093
35 H 5.02 3.11 0.08  C31 1.088
36 H 3.44 2.55 0.69  C31 1.089
37 H 3.85 2.27 -1.01  C31 1.090
38 H 5.93 0.97 -1.75  C34 1.085
39 H 6.79 -0.17 -0.64  C34 1.092
40 H 7.05 1.50 -0.39  C34 1.093
41 Br 4.86 -4.63 4.41  C42 1.932
42 C 3.48 -3.36 3.93  Br41 1.932, C43 1.498, H45 1.081, H46 1.087
43 C 4.14 -2.02 3.76  C42 1.498, Br44 1.944, H47 1.086, H48 1.082
44 Br 2.81 -0.64 3.46  C43 1.944
45 H 2.73 -3.43 4.71  C42 1.081
46 H 3.06 -3.68 2.98  C42 1.087
47 H 4.76 -2.05 2.87  C43 1.086
48 H 4.76 -1.69 4.59  C43 1.082
49 Br 0.75 2.22 -0.30  C50 1.953
50 C 0.97 0.48 0.57  Br49 1.953, C51 1.498, H53 1.089, H54 1.083
51 C -0.07 0.19 1.60  C50 1.498, Br52 1.958, H55 1.088, H56 1.083
52 Br -1.89 0.04 0.91  C51 1.958
53 H 1.97 0.47 1.00  C50 1.089
54 H 1.02 -0.20 -0.28  C50 1.083
55 H -0.14 1.04 2.28  C51 1.088
56 H 0.10 -0.70 2.19  C51 1.083
57 Br -3.16 -3.93 0.25  C58 1.948
58 C -1.29 -3.61 0.71  Br57 1.948, C59 1.478, H61 1.083, H62 1.081
59 C -0.51 -3.23 -0.49  C58 1.478, Br60 1.945, H63 1.084, H64 1.087
60 Br 1.34 -3.00 0.08  C59 1.945
61 H -0.96 -4.59 1.04  C58 1.083
62 H -1.29 -2.88 1.51  C58 1.081
63 H -0.83 -2.33 -1.00  C59 1.084
64 H -0.53 -4.04 -1.21  C59 1.087